(1)
C5H11FeO4 as an isolated structure in a non-equilibrium geometry, computed with ωB97M-V/def2-TZVPD.

```
21
Properties=species:S:1:pos:R:3:forces:R:3:lowdin_charge:R:1
H -0.1253 0.5498 1.7437 -0.034 0.045 -0.195 0.142
H 3.0866 0.8614 -0.8434 3.305 1.460 -2.746 0.117
O 3.9212 1.3930 -1.5458 -3.132 -1.349 2.631 -0.235
C -0.3120 1.0609 0.7882 0.083 0.027 0.334 -0.169
C -1.7083 0.7625 0.3088 -0.165 0.537 0.019 -0.210
C 1.8518 0.1641 0.3000 0.534 -1.228 1.414 -0.232
H -3.6207 -0.4805 -0.9167 0.125 -0.180 0.199 0.098
H -2.4326 1.0802 1.0752 0.128 -0.095 -0.160 0.139
O -1.8040 -0.6327 0.0864 0.374 -0.256 -0.179 -0.331
O 0.6112 0.5892 -0.1880 -0.633 0.081 -0.881 -0.251
H 2.8879 -1.6123 0.8987 -0.307 0.010 -0.183 0.126
H -1.9303 1.3016 -0.6292 0.043 -0.106 0.229 0.136
H -3.7103 -1.0097 0.8001 0.147 0.000 -0.233 0.100
H -3.0762 -2.1244 -0.4571 -0.029 0.291 0.119 0.090
Fe -0.2181 -1.1732 -1.5074 0.853 -0.121 1.140 0.849
O 1.2039 -2.0485 -0.1944 -0.887 0.010 -0.738 -0.226
H 2.2942 0.7814 1.0948 -0.095 -0.078 -0.519 0.125
H -0.1873 2.1440 0.9365 -0.007 -0.219 -0.056 0.141
C -3.1294 -1.0791 -0.1321 -0.521 -0.160 -0.119 -0.103
C 1.9898 -1.2289 0.3836 0.434 1.640 -0.237 -0.284
H 4.4077 0.7012 -2.0018 -0.217 -0.308 0.160 -0.021
```
Forces are in eV/Å.

Calculated values
net charge: 0
multiplicity: 6
⟨S²⟩: 8.76
HOMO-LUMO gap (spin up / spin down): 7.49 / 7.91 eV
molar mass: 190.98 g/mol
E_LUMO (spin up / spin down): 0.57 / -0.22 eV
relative energy (zero: lowest compared OMol25 entry of this formula, charge and spin): 22.2 kJ/mol



(2)
An isolated ion of composition C5H11IN and charge +1 in a non-equilibrium geometry, computed with ωB97M-V/def2-TZVPD.

```
18
Properties=species:S:1:pos:R:3:forces:R:3:lowdin_charge:R:1
C -1.4901 0.4829 -0.5026 2.664 -0.680 -4.571 -0.010
I 2.9512 0.0457 0.0170 -0.377 -0.522 -0.120 0.922
H 0.1555 1.4381 1.7920 0.604 0.177 -0.990 0.185
H -0.6053 2.6232 -0.1839 -0.095 -0.999 0.719 0.135
H -0.6830 0.2560 2.0402 -1.697 -1.832 0.265 0.155
H 1.0575 -0.3728 -1.6989 -0.148 -0.282 -1.976 0.060
H 0.1170 -1.8871 0.9470 0.860 -0.134 -2.055 0.114
C 0.9595 -0.5996 -0.6916 -1.276 0.916 3.325 -0.631
C -0.0080 0.3874 -0.0825 -2.059 0.769 0.561 -0.532
C -0.5092 1.6336 -0.6694 -0.832 1.366 0.675 -0.072
C 0.4454 -1.9404 -0.1765 -0.128 -1.192 0.575 -0.113
H -1.7835 -0.0462 -1.4945 0.633 0.897 1.947 0.163
H -2.2464 0.5072 0.1758 -1.828 0.160 2.071 0.073
H 0.9038 0.0505 1.6967 1.730 -1.207 0.950 0.041
N 0.0598 0.4739 1.4319 0.438 2.715 -0.389 0.218
H -0.4642 -2.3949 -0.7199 1.554 1.003 0.498 0.125
H -0.1765 1.9301 -1.6143 0.436 -0.419 -1.748 0.101
H 1.3164 -2.5877 -0.2665 -0.479 -0.735 0.261 0.065
```
Forces are in eV/Å.

Calculated values
net charge: +1
SMILES: C[C@H](I)C1([NH3+])CC1
HOMO-LUMO gap: 10.20 eV
molar mass: 212.05 g/mol
E_LUMO: -3.43 eV
relative energy (zero: lowest compared OMol25 entry of this formula, charge and spin): 169.1 kJ/mol



(3)
A 2-piece molecular cluster, C5H11IN overall in a non-equilibrium geometry, computed with ωB97M-V/def2-TZVPD.

```
18
Properties=species:S:1:pos:R:3:forces:R:3:lowdin_charge:R:1
H 1.4848 3.9997 -0.5301 -0.162 -0.072 0.451 0.073
C 1.0793 -0.0322 0.4637 -0.085 3.336 1.278 -0.650
C 0.8212 2.3299 0.6168 2.589 -2.658 -4.625 0.055
N -0.0059 -0.8056 -0.2181 -0.120 2.413 -0.611 -0.298
H 0.2227 2.5657 1.4051 -1.407 0.527 2.069 0.024
H -2.0703 -1.1202 -0.0403 -0.109 0.059 -0.383 0.096
H 1.0975 -0.0703 1.5764 -0.103 -0.751 -1.084 0.069
H 1.9972 2.4052 -1.2814 -0.976 0.413 1.837 0.038
C -1.3656 -0.3136 0.1329 -0.960 1.096 0.835 -0.011
I 2.9137 -0.1734 -0.4983 -0.146 -0.333 0.123 0.994
C 0.0621 -2.2790 -0.1303 1.327 0.405 -2.552 -0.007
H -0.5846 -2.8407 0.4519 -1.754 -0.043 1.457 0.095
H -0.0593 -2.5139 -1.1564 -0.662 -1.030 -0.945 0.107
H -1.3045 -0.2236 1.2291 -0.554 0.644 -0.411 0.111
H 0.0345 -0.4378 -1.2022 0.644 -1.290 0.772 0.168
H 1.0294 -2.6501 0.0345 1.594 0.136 0.683 0.070
C 1.4471 2.9169 -0.3970 -0.069 -1.076 -0.297 -0.089
H -1.6877 0.6441 -0.4568 0.953 -1.777 1.401 0.153
```
Forces are in eV/Å.

Calculated values
net charge: +1
HOMO-LUMO gap: 8.93 eV
molar mass: 212.05 g/mol
E_LUMO: -3.88 eV
relative energy (zero: lowest compared OMol25 entry of this formula, charge and spin): 476.8 kJ/mol



(4)
A 2-piece molecular cluster, C5H11INO overall in a non-equilibrium geometry, computed with ωB97M-V/def2-TZVPD.

```
19
Properties=species:S:1:pos:R:3:forces:R:3:lowdin_charge:R:1
H -0.1734 1.2693 -1.3369 -0.011 -0.018 0.093 0.105
N -1.3022 0.9013 0.3676 -1.168 -0.391 -0.472 -0.033
C -0.2024 -2.2630 0.4019 0.010 -0.010 0.000 -0.050
I 3.9678 0.7357 -0.1722 0.250 -0.167 0.303 1.335
H -1.7260 2.1400 -1.2744 0.003 -0.052 0.114 0.112
H 4.1025 1.5061 -1.5757 0.108 0.220 -0.435 -0.184
H -1.1512 -2.1123 -0.1044 -0.081 -0.041 -0.073 0.079
C -0.2547 0.1527 1.0187 0.258 0.110 0.926 -0.213
H 1.1182 -1.1489 1.7639 0.040 0.158 0.063 0.129
C -0.3767 1.5559 1.3207 0.884 0.089 0.760 0.021
C 0.2561 -1.0452 1.1194 -0.225 -0.081 -0.201 -0.060
O 2.1988 1.0362 0.2301 -0.107 0.096 -0.022 -1.018
H -0.2965 -3.0867 1.1072 -0.066 -0.069 -0.029 0.090
H -2.2617 0.7593 0.6860 0.223 0.010 0.147 0.202
H 0.3458 2.2370 0.8910 -0.091 0.017 -0.256 0.118
H -0.8001 1.8718 2.2667 -0.222 -0.054 -0.089 0.142
H 0.5510 -2.5500 -0.3321 -0.002 -0.062 -0.050 0.093
C -1.2238 1.1974 -1.0572 0.183 0.259 -0.900 0.023
H -1.6919 0.3974 -1.6290 0.015 -0.012 0.122 0.108
```
Forces are in eV/Å.

Calculated values
net charge: +1
HOMO-LUMO gap: 9.10 eV
molar mass: 228.05 g/mol
E_LUMO: -3.18 eV
relative energy (zero: lowest compared OMol25 entry of this formula, charge and spin): 445.5 kJ/mol